Below is an isolated ion of composition C5H13NO2PS and charge +1 at a distorted geometry, with properties calculated with ωB97M-V with the def2-TZVPD basis set.

```
23
Properties=species:S:1:pos:R:3
N -1.433 2.012 0.951
H 3.625 -2.382 -0.564
H 3.949 -1.402 0.871
H -3.059 1.693 -0.207
H 1.036 3.547 -0.208
O 1.658 -0.065 0.807
H -3.077 -0.120 1.546
H -1.788 0.358 -1.925
C -2.134 1.160 0.077
H 1.349 -1.418 -0.756
H -1.217 2.038 -1.701
H 1.573 -2.118 0.875
C 1.913 -1.348 0.177
C -1.312 1.055 -1.235
P 0.744 1.081 0.318
H -1.548 1.763 1.930
O -0.022 0.534 -0.957
H -3.051 -0.800 -0.077
H -1.568 -0.758 0.886
C -2.482 -0.215 0.639
S 2.026 2.656 -0.090
C 3.404 -1.442 -0.068
H 3.739 -0.625 -0.702
```

The multiplicity is 1. Its total charge is +1. For the strongest force on any atom, the calculation gives 0.0627 Eh/bohr. The energy is -1142.811921 hartree. The value obtained for the gap between HOMO and LUMO (spin up / spin down) is 8.092 / 8.092 eV.

---

Below is a 2-piece molecular cluster, C4H8NO3 overall at a distorted geometry, with properties calculated with ωB97M-V with the def2-TZVPD basis set.

```
16
Properties=species:S:1:pos:R:3
C -1.381 0.247 -2.562
H 3.130 -0.544 1.605
H 1.746 -1.248 0.762
H -0.541 0.779 -2.105
H -2.104 1.002 -2.889
N 0.001 0.441 1.975
O 1.851 0.914 3.178
C -2.046 -0.735 -1.566
H 2.357 0.435 0.414
C 2.156 -0.321 1.160
H -1.024 -0.244 -3.470
H -0.431 -0.103 1.228
C 1.327 0.365 2.214
H -0.487 1.158 2.481
O -3.140 -1.212 -1.930
O -1.414 -0.933 -0.494
```

The multiplicity is 1. Its total charge is -1. For the strongest force on any atom, the calculation gives 0.0228 Eh/bohr. The energy is -437.792363 hartree. The value obtained for the gap between HOMO and LUMO is 8.042 eV.

---

Below is a 3-piece molecular cluster, C3H12O2S overall at a distorted geometry, with properties calculated with ωB97M-V with the def2-TZVPD basis set.

```
18
Properties=species:S:1:pos:R:3
S 1.830 0.178 -1.391
O -0.594 0.679 2.305
H -0.745 0.846 3.239
C 1.511 -1.554 -0.957
H -0.635 -0.275 2.253
H 0.806 -1.723 -1.799
H -0.067 1.815 -2.147
H -2.416 -1.305 1.086
H -1.290 -1.506 0.144
H 0.387 0.321 0.363
H 0.985 -1.759 -0.010
H -1.216 0.885 -1.199
H -0.781 2.654 -0.839
H 2.374 -2.214 -0.997
O -1.573 -1.780 1.038
H 1.163 1.937 0.308
C -0.450 1.657 -1.134
C 0.712 1.144 -0.264
```

The multiplicity is 2. Its total charge is +1. For the strongest force on any atom, the calculation gives 0.0346 Eh/bohr. The energy is -669.825783 hartree. As for the expectation value of S²: 0.753. The value obtained for the gap between HOMO and LUMO (spin up / spin down) is 11.617 / 6.780 eV.

---

Below is H15NaO8 as an isolated structure at a distorted geometry, with properties calculated with ωB97M-V with the def2-TZVPD basis set.

```
24
Properties=species:S:1:pos:R:3
O 1.769 -12.672 5.644
O 1.068 -7.876 4.134
H 4.823 -11.949 4.524
H 0.973 -12.870 6.138
O 4.667 -11.336 3.805
H 3.210 -10.664 1.246
H 2.823 -9.440 5.940
H 0.218 -8.190 4.442
O 3.054 -11.552 0.926
O 2.318 -10.226 6.228
H 3.839 -8.435 1.318
H 5.414 -11.459 3.219
H -0.698 -9.963 6.266
H 2.332 -8.295 1.290
H 0.857 -7.149 3.549
Na 2.551 -9.919 3.949
O 3.030 -8.932 1.443
O 4.463 -8.352 4.261
H 4.262 -8.093 5.160
O -0.194 -10.080 5.460
H 5.171 -8.990 4.348
H 3.845 -11.771 0.432
H 0.707 -10.207 5.758
H 2.022 -11.797 5.938
```

The multiplicity is 1. For the strongest force on any atom, the calculation gives 0.0421 Eh/bohr. The energy is -773.247917 hartree. The value obtained for the gap between HOMO and LUMO is 7.961 eV.

---

Below is C35H27N4OOsS3Sb as an isolated structure at a distorted geometry, with properties calculated with ωB97M-V with the def2-TZVPD basis set.

```
72
Properties=species:S:1:pos:R:3
C -2.792 4.684 1.877
C 2.735 -1.269 2.775
C -2.013 -3.508 -2.208
C -1.001 2.592 2.103
C 6.377 -2.936 1.430
C 3.991 -1.781 2.297
N 1.666 -0.906 2.027
C 5.059 -1.986 3.188
H -0.112 3.673 -4.569
H 1.081 -0.271 -3.458
C -0.863 -2.726 -2.260
H -3.384 -0.477 -2.227
H -1.979 1.784 -1.220
H -2.307 1.829 3.609
H -6.235 -0.030 0.929
C 2.134 2.328 -0.316
Os 1.793 -0.761 0.069
H 0.610 -0.494 5.101
S 0.661 6.069 -0.674
C -4.246 -0.530 1.551
Sb -0.705 -1.073 -0.977
N 1.068 2.320 0.400
C -3.616 -0.486 -1.168
H -5.679 -0.016 -1.479
C -0.205 2.821 -3.908
C -1.656 4.670 1.074
H -0.292 1.792 2.209
H -3.034 -5.200 -3.035
H 2.985 -1.342 4.843
C 6.233 -2.550 2.765
H -3.924 3.698 3.408
C -2.138 -4.593 -3.065
H 7.044 -2.698 3.465
N 2.390 -1.123 4.060
C -1.259 1.746 -2.028
H -3.483 5.511 1.783
H 7.305 -3.381 1.095
H -4.497 -0.561 2.604
C -1.119 -4.898 -3.956
C 1.053 4.523 -0.379
H 1.094 -2.474 -3.154
H 0.839 -4.378 -4.673
H -0.317 -0.220 2.531
C -2.946 -0.791 1.140
C 5.351 -2.750 0.532
C 0.642 -0.534 2.893
H 4.971 -1.686 4.226
N 0.448 3.529 0.393
C 4.158 -2.166 0.958
C -2.135 2.624 2.894
O 3.192 -2.041 0.017
C -4.911 -0.226 -0.746
C -1.128 2.844 -2.870
C -0.482 0.611 -2.243
C 0.596 1.699 -4.105
C -0.758 3.616 1.189
H -2.196 -1.039 1.881
H 1.316 1.681 -4.913
C 0.040 -4.130 -3.987
H 5.442 -3.039 -0.506
H -2.815 -3.278 -1.517
C 1.091 -0.666 4.153
C 0.459 0.598 -3.275
H -1.496 5.466 0.373
C -5.223 -0.240 0.609
S 2.507 3.825 -1.087
C -3.039 3.671 2.785
H -1.221 -5.743 -4.624
S 3.088 0.886 -0.542
H -1.753 3.715 -2.716
C -2.636 -0.758 -0.216
C 0.175 -3.047 -3.132
```

The multiplicity is 1. Its total charge is +2. For the strongest force on any atom, the calculation gives 0.0201 Eh/bohr. The energy is -3169.074775 hartree. The value obtained for the gap between HOMO and LUMO (spin up / spin down) is 4.549 / 4.548 eV.

---

Below is C4H4N2O as an isolated structure, with properties calculated with ωB97M-V with the def2-TZVPD basis set.

```
11
Properties=species:S:1:pos:R:3
N 0.153 -1.759 -0.069
N -1.499 -0.012 -0.074
H -0.847 2.039 0.491
O 2.395 -1.210 -0.011
C -1.067 -1.315 -0.099
C -0.468 0.758 0.005
H 1.626 1.345 0.125
H -0.791 2.105 -0.318
C 0.863 0.583 0.048
C 1.230 -0.864 -0.016
H -1.868 -2.054 -0.146
```

The multiplicity is 1. For the strongest force on any atom, the calculation gives 0.0076 Eh/bohr. The energy is -339.422048 hartree. The value obtained for the gap between HOMO and LUMO is 8.514 eV.